1.
64
Properties=species:S:1:pos:R:3:forces:R:3 method="wB97M-V/def2-TZVPD" e_homo_ha=-0.36744 total_charge=+1 gap_ev=5.6 lumo_ev=-4.35 e_above_lowest_kj_mol=0.00
C 4.196881 3.755075 0.360770 0.5 0.0 -0.1
C 2.684355 3.744110 0.092112 -0.4 0.4 -0.2
C 2.265537 2.437949 0.685659 0.9 -0.8 0.9
C 3.403523 1.851571 1.292645 -0.8 -0.1 0.1
O 4.557582 2.560711 1.127138 -0.8 0.3 -0.4
C 3.309363 0.689994 2.061279 0.3 1.0 -0.3
C 2.054063 0.150681 2.291750 -0.4 0.0 -1.0
C 0.940458 0.647407 1.593445 0.1 0.3 0.2
C -0.422018 0.039847 1.648203 -0.9 0.3 0.5
C -0.634394 -1.268372 2.355166 -0.1 0.3 -0.4
C -1.831083 -1.431367 3.055813 -0.2 -0.6 0.1
C -2.040559 -2.622901 3.730187 1.1 -1.1 -0.2
C -1.022322 -3.611154 3.744886 -0.2 0.4 -0.4
O -1.363255 -4.768252 4.386740 -0.5 1.0 0.1
C -2.715633 -4.560815 4.906380 -0.1 -0.5 0.3
C -3.212110 -3.174865 4.472088 -0.4 0.3 0.2
C 0.177754 -3.450721 3.040769 -0.9 -0.4 0.3
C 0.300417 -2.310033 2.272511 -0.1 0.6 0.0
C 1.040504 1.808680 0.811206 0.7 -0.1 -0.3
H 4.767286 3.733362 -0.573867 0.0 0.0 0.2
H 4.498470 4.630517 0.942738 0.1 -0.2 -0.1
H 2.188948 4.589621 0.600742 0.1 -0.3 -0.2
H 2.440227 3.815938 -0.978772 0.2 0.0 0.3
H 4.204909 0.268519 2.486380 0.1 0.0 0.2
H 1.976024 -0.728703 2.919806 -0.1 0.2 0.0
H -1.166485 0.765528 2.009381 0.4 0.1 0.9
H -2.649475 -0.698569 3.001378 0.6 0.0 0.2
H -3.347322 -5.355146 4.502393 0.2 0.0 0.1
H -2.692467 -4.653555 5.996654 0.2 -0.1 -0.2
H -3.468270 -2.544044 5.332835 0.0 -0.2 -0.1
H -4.106233 -3.250331 3.838925 0.2 0.0 0.1
H 0.935934 -4.221984 3.072440 -0.1 0.0 -0.2
H 1.115164 -2.210714 1.558260 0.1 0.0 0.4
H 0.188197 2.200476 0.243172 0.1 -0.2 0.4
H -0.850573 0.053716 0.668503 0.4 -0.7 -1.2
C -2.485634 -0.385649 -0.824707 1.9 0.1 -0.1
H -2.869673 -0.828078 0.067818 -0.2 0.2 0.7
C -2.643491 0.961531 -1.138566 -1.3 0.3 -1.3
C -2.439186 1.340623 -2.477484 0.7 -0.3 1.5
N -1.754927 0.507537 -3.283237 -0.6 -0.3 0.8
C -1.285982 1.021868 -4.567372 0.3 -0.1 -0.5
C 0.093479 1.571395 -4.359608 0.5 0.4 -0.2
C 1.196732 0.715450 -4.412155 0.0 0.1 0.4
C 2.449331 1.165228 -3.981373 -0.3 0.3 -0.2
C 2.595105 2.495233 -3.557066 -0.4 -0.1 0.0
C 1.499224 3.375220 -3.568228 0.1 -0.4 -0.3
C 0.250434 2.911354 -3.997191 0.2 -0.1 0.4
C -1.314948 -0.712477 -2.873754 -0.1 0.6 0.0
C -1.593075 -1.164113 -1.589887 -1.2 0.0 -1.4
C -1.110388 -2.561162 -1.269354 0.1 -1.5 0.1
N -1.552534 -3.106001 -0.110050 -0.1 0.4 -0.5
O -0.390638 -3.188114 -2.042532 -0.5 1.2 0.4
H -3.056555 1.714640 -0.457916 -0.2 -0.6 -0.3
H -2.779814 2.306053 -2.869951 0.5 -0.5 0.1
H -1.274411 0.164711 -5.229063 -0.1 0.1 -0.4
H -1.985725 1.785767 -4.892237 -0.1 -0.1 -0.2
H 1.042112 -0.320599 -4.725895 0.3 0.3 0.1
H 3.299013 0.478352 -3.986180 -0.3 0.3 0.0
H 3.565484 2.839208 -3.205115 -0.2 0.0 -0.1
H 1.614974 4.415388 -3.255757 0.0 -0.4 -0.1
H -0.625594 3.568244 -3.988546 0.4 -0.1 0.0
H -0.798372 -1.294865 -3.643285 0.0 0.1 0.7
H -2.169184 -2.648518 0.538501 0.2 0.0 0.1
H -1.199155 -4.010400 0.150475 0.1 -0.1 0.0

=====

2.
116
Properties=species:S:1:pos:R:3:forces:R:3 method="wB97M-V/def2-TZVPD" e_homo_ha=-0.40638 total_charge=+1 gap_ev=8.4 lumo_ev=-2.64
N -0.086280 1.444299 5.549973 -0.6 -0.8 -1.3
C -0.802778 1.860054 4.291220 0.2 -0.2 0.4
C -2.370962 1.544957 4.341565 0.2 0.6 0.2
C -3.243660 2.382542 3.295398 -0.2 -0.6 -0.2
C -3.547223 1.564387 1.932022 -0.6 0.8 1.6
N -2.332729 0.905114 1.395711 -0.6 -4.9 -0.2
C -2.204660 -0.490903 1.201935 1.8 -0.9 -1.2
C -3.196260 -1.687677 1.464926 -0.2 1.0 0.4
C -3.029456 -2.107569 3.015979 0.4 0.2 -0.9
C -2.895308 -3.673770 3.227662 0.0 0.7 0.9
O -1.615567 -4.147633 2.714410 -0.5 0.8 0.3
N -0.938013 -0.913066 0.694223 -2.1 5.4 1.7
C -0.264709 0.364387 0.605091 -2.4 -3.2 0.3
N 0.996631 0.374558 0.190438 -0.6 2.3 0.8
N 1.725408 -0.787157 -0.146380 0.9 -0.5 0.6
N -1.121042 1.414950 1.007443 3.3 0.7 -0.8
S -0.652789 3.094435 1.043364 0.1 -0.4 -0.2
H -0.740444 1.427925 6.341314 0.4 0.0 -0.4
H 0.252146 0.475425 5.387616 -0.3 0.9 0.7
H -0.267576 1.297387 3.453588 -0.9 0.7 0.9
H -0.595465 2.969122 4.132959 -0.6 -1.3 0.1
H -2.558533 0.417400 4.277774 0.2 1.5 -0.1
H -2.734507 1.859055 5.381247 0.6 -0.4 -1.4
H -2.755297 3.389742 3.074916 -0.7 -1.4 0.4
H -4.261208 2.546439 3.778336 1.2 0.0 -0.8
H -4.262196 0.732468 2.253955 1.3 0.8 -0.7
H -4.118189 2.179214 1.170438 1.1 -0.6 0.7
H -4.275726 -1.419673 1.227825 1.4 -0.3 0.3
H -2.907005 -2.514543 0.748742 0.1 1.2 1.0
H -3.878127 -1.624177 3.586131 1.0 -0.8 -0.4
H -2.051705 -1.622061 3.359643 -1.3 -0.7 -0.1
H -3.737863 -4.256364 2.725795 1.3 0.8 0.6
H -2.874134 -3.853561 4.356838 -0.4 0.1 -1.5
H -0.930019 -3.531166 3.044170 -0.5 -0.6 -0.2
H 1.504697 1.263333 0.099296 -0.3 -0.4 0.0
H 1.577800 -1.512341 0.581100 -0.3 0.6 -0.5
H 2.714050 -0.511973 0.001889 -0.7 -0.2 -0.3
H 0.411043 3.201301 1.954245 -1.1 -0.9 -0.4
C 2.790339 -2.069936 -3.928062 -0.2 0.1 0.2
O 3.125268 -0.754262 -3.504273 0.0 0.2 0.1
H 3.593129 -2.450219 -4.558938 0.0 0.1 0.1
H 2.675624 -2.721530 -3.058089 0.0 -0.2 -0.1
H 1.860250 -2.048668 -4.501578 0.0 -0.2 0.0
H 2.401076 -0.442260 -2.949819 0.1 -0.1 -0.1
C -2.029828 -5.489123 -0.534511 0.2 0.1 0.2
O -1.417714 -4.298403 -0.055666 -0.1 0.1 -0.1
H -2.213841 -5.383924 -1.604115 0.0 0.0 0.1
H -1.366684 -6.340696 -0.365603 -0.2 -0.1 -0.1
H -2.981575 -5.650982 -0.018923 -0.1 -0.2 -0.1
H -1.264464 -4.417020 0.897317 -0.2 0.2 -0.2
C 5.583232 -0.215553 -5.756908 -0.3 0.0 -0.2
O 5.004428 -0.236234 -7.052716 -0.1 -0.1 -0.1
H 6.650399 -0.419770 -5.845333 -0.1 0.0 -0.1
H 5.439303 0.769354 -5.305123 0.1 -0.1 0.2
H 5.118734 -0.982587 -5.134392 0.2 0.1 0.2
H 4.060761 -0.052538 -6.946672 0.2 0.2 -0.1
C -4.742450 -3.429759 -2.237162 0.2 -0.1 0.1
O -4.583443 -3.148645 -0.849293 0.0 0.1 0.3
H -5.647250 -2.939008 -2.592055 0.1 0.0 0.1
H -3.883666 -3.048029 -2.792057 -0.1 -0.1 -0.1
H -4.833892 -4.507564 -2.387691 0.0 0.1 -0.2
H -3.777360 -3.594570 -0.561405 -0.1 0.0 -0.1
C 1.709780 3.066975 -2.015068 0.3 0.3 -0.1
O 2.315947 3.349764 -0.757547 -0.1 -0.2 0.1
H 0.956678 2.290072 -1.877076 0.0 0.1 0.0
H 1.231290 3.969096 -2.403376 -0.1 -0.1 -0.2
H 2.468313 2.714572 -2.718116 -0.2 0.0 -0.1
H 2.977396 4.040427 -0.908524 0.1 0.0 0.3
C -5.219818 -3.793356 -6.399653 0.2 0.2 0.0
O -4.604269 -3.509032 -5.149107 0.0 0.0 0.1
H -5.963849 -4.575604 -6.253609 0.1 0.1 0.1
H -5.710756 -2.895762 -6.783671 -0.1 -0.1 -0.2
H -4.467624 -4.139749 -7.112647 -0.2 0.0 -0.1
H -3.952258 -2.816510 -5.303934 -0.1 -0.1 0.1
C 0.947828 7.089161 1.161327 0.1 -0.2 0.0
O 0.003727 6.373791 1.945678 -0.2 0.0 0.1
H 0.897179 8.145203 1.423299 -0.1 -0.1 0.0
H 1.952812 6.712170 1.365696 0.1 0.2 -0.1
H 0.711151 6.967702 0.099766 0.1 0.2 -0.1
H 0.082699 5.451937 1.686732 0.0 0.1 0.1
C 1.836891 2.356589 -8.267980 0.1 -0.1 -0.1
O 2.319433 1.142820 -7.701502 0.0 -0.3 0.2
H 1.964147 3.158137 -7.540161 0.0 -0.2 0.1
H 2.403358 2.593047 -9.168575 -0.2 0.2 0.0
H 0.776868 2.253683 -8.511135 0.0 0.2 -0.1
H 2.195824 0.452130 -8.362537 0.0 0.1 0.1
C 2.477008 3.376441 -12.155428 0.0 -0.3 -0.1
O 1.545339 2.603290 -11.408729 -0.1 -0.1 0.0
H 2.371571 4.422697 -11.870216 -0.1 -0.1 0.0
H 3.494844 3.043602 -11.936512 0.1 0.2 -0.1
H 2.273349 3.271742 -13.223821 0.2 0.2 0.0
H 1.657878 1.684848 -11.678467 -0.1 0.1 0.0
C 1.244159 -2.183758 7.397930 -0.1 -0.1 0.0
O 0.911550 -1.523800 6.180103 -0.2 0.1 -0.4
H 2.039110 -1.627816 7.893492 -0.1 0.0 -0.1
H 0.367408 -2.218481 8.049193 0.1 -0.1 0.1
H 1.591092 -3.197420 7.184999 0.0 0.0 0.2
H 0.208291 -2.034874 5.763500 0.1 0.0 0.1
C 4.913370 6.956575 -0.724110 -0.1 0.2 -0.1
O 3.842020 6.090901 -0.361890 -0.3 -0.3 -0.1
H 5.853923 6.489027 -0.435868 -0.2 0.0 0.0
H 4.908174 7.120647 -1.804131 0.2 0.1 0.0
H 4.810031 7.910714 -0.202321 0.2 0.0 -0.1
H 3.022883 6.525285 -0.626201 0.1 0.0 0.1
C -2.199595 -6.417164 6.068969 0.0 0.0 0.3
O -1.589521 -5.221370 6.542458 0.1 0.2 0.0
H -2.365522 -6.324217 4.995730 0.1 0.1 0.1
H -1.541924 -7.268200 6.260219 -0.1 -0.1 -0.1
H -3.158458 -6.565245 6.571887 0.0 -0.2 -0.1
H -1.452931 -5.326688 7.490698 0.0 0.1 -0.1
C 3.592126 0.426853 10.058842 -0.2 0.1 0.0
O 2.546336 -0.484323 10.371754 -0.1 -0.1 0.0
H 4.540586 -0.008406 10.371578 -0.1 0.0 0.0
H 3.616198 0.608112 8.980900 0.2 0.1 0.0
H 3.434689 1.368418 10.590664 0.2 0.1 -0.1
H 1.720553 -0.077588 10.086767 0.1 -0.1 0.1

=====

3.
13
Properties=species:S:1:pos:R:3:forces:R:3 method="wB97M-V/def2-TZVPD" e_homo_ha=-0.31540 total_charge=0 gap_ev=8.8 lumo_ev=0.23 e_above_lowest_kj_mol=479.34
O -2.386889 1.287031 -0.056122 0.1 -0.4 0.0
C -1.232688 1.769269 0.591546 0.6 0.1 -0.1
C -0.029015 0.848437 0.662228 0.7 -0.4 -0.3
C 0.428626 -0.339196 0.532340 -0.3 -0.3 0.3
C 1.138819 -1.483130 0.420716 -0.2 -0.4 0.0
C 1.641789 -1.867148 -0.884856 0.0 -0.3 0.0
O 2.243603 -2.893552 -1.126508 -0.1 0.3 0.0
H -2.678872 0.471556 0.370426 0.0 0.1 -0.1
H -1.468693 2.106730 1.618427 0.3 -0.3 -0.2
H -0.948268 2.671105 0.045835 0.1 -0.1 0.0
H 1.359796 -2.067353 1.301676 -0.1 -0.2 -0.1
H 1.159611 0.547539 0.023790 -1.2 2.0 0.1
H 1.429774 -1.128021 -1.699581 0.0 -0.1 0.2

=====

4.
75
Properties=species:S:1:pos:R:3:forces:R:3 method="wB97M-V/def2-TZVPD" e_homo_ha=-0.06080 total_charge=-2 gap_ev=5.6 lumo_ev=3.97 e_above_lowest_kj_mol=48.88
Zr -3.072773 0.581872 -0.188830 -1.3 -0.2 -0.1
O 0.032002 0.289499 5.331103 0.0 0.0 0.0
C -0.718443 0.366173 4.200807 0.0 0.0 0.0
C -1.215913 1.576595 3.724493 -0.1 -0.1 0.1
C -1.973182 1.550630 2.573107 0.0 0.1 -0.1
N -2.186192 0.424274 1.910915 0.3 0.1 -0.1
C -1.704384 -0.730845 2.350871 0.0 0.0 0.0
C -0.981561 -0.818033 3.518940 0.0 0.0 0.0
C -2.004208 -1.881877 1.404556 0.1 0.0 0.0
O -1.576045 -3.001629 1.652013 -0.1 0.0 0.0
O -2.665864 -1.506039 0.373484 0.1 0.2 -0.1
C -2.629939 2.760848 1.922818 0.1 0.0 0.0
O -2.519109 3.852640 2.447143 -0.1 0.0 0.0
O -3.256386 2.447480 0.841098 0.3 0.0 -0.2
H 0.235014 1.181203 5.631994 0.0 0.0 0.0
H -1.044320 2.522610 4.223466 0.0 0.0 0.0
H -0.599453 -1.769750 3.855125 0.0 0.0 0.0
S -5.294947 0.064233 1.249169 0.2 0.1 0.1
S -6.401647 1.416762 0.224219 -0.2 -0.1 0.0
S -5.765305 1.037573 -1.865153 0.3 0.2 0.2
S -4.729934 -0.691338 -1.770023 0.1 -0.1 0.0
O -0.241834 2.196354 -2.502327 -0.1 -0.2 -0.1
S -1.169226 1.125696 -2.219160 -0.1 -0.1 -0.1
O -1.100769 0.009835 -3.132294 0.0 0.1 0.0
O -0.952286 0.597197 -0.775390 -0.2 -0.2 0.1
O -2.592904 1.625814 -2.047293 0.1 -0.1 0.1
C -3.515096 4.743062 -1.521227 0.1 0.0 0.0
C -2.017353 4.871774 -1.698219 0.0 0.0 0.0
O -1.370556 4.285550 -0.590602 -0.1 0.1 0.0
C 0.029454 4.362930 -0.670404 0.2 0.1 -0.1
C 0.602020 3.486655 0.423570 -0.1 0.0 -0.1
H -4.032171 5.286702 -2.316577 0.0 0.0 0.0
H -3.824418 5.140196 -0.553788 0.0 0.0 0.0
H -3.798290 3.694583 -1.572426 -0.1 0.0 0.0
H -1.719256 5.932281 -1.780082 0.0 0.0 0.0
H -1.694890 4.360598 -2.614475 0.0 0.0 0.0
H 0.354836 5.411161 -0.550893 0.0 0.0 0.1
H 0.368134 4.006963 -1.650232 0.0 0.1 0.2
H 0.222046 3.800141 1.397282 0.0 0.0 0.1
H 1.694117 3.537098 0.428130 0.0 0.0 0.0
H 0.295979 2.453163 0.246259 0.0 0.2 0.0
F 3.023814 -7.741124 0.304228 0.0 0.0 0.0
C 2.463993 -6.535093 0.012377 0.0 0.0 0.0
C 3.297198 -5.466215 -0.253237 0.0 0.0 0.0
C 2.718247 -4.240139 -0.550237 0.0 0.0 0.0
C 1.332837 -4.077530 -0.592381 0.0 0.0 0.0
C 0.536907 -5.182980 -0.302177 0.0 0.0 0.0
C 1.092162 -6.423487 0.000801 0.0 0.0 0.0
Sb 0.313670 -2.193278 -0.972504 0.0 0.1 -0.1
C 1.781474 -1.504401 -2.408174 0.1 -0.1 0.0
C 2.399022 -2.408768 -3.270844 0.0 0.1 0.0
C 3.269016 -1.987394 -4.270554 0.0 0.0 0.0
C 3.502248 -0.636171 -4.403064 0.0 0.0 0.0
F 4.355988 -0.212854 -5.376437 0.0 0.0 0.0
C 2.889261 0.298728 -3.598068 0.0 0.0 0.0
C 2.023868 -0.146193 -2.607798 0.0 0.0 0.1
C 1.260620 -1.277708 0.758191 0.0 -0.1 0.0
C 1.651087 -2.067874 1.838813 0.1 0.0 0.0
C 2.241482 -1.515260 2.969492 0.0 0.0 0.0
C 2.423998 -0.149463 3.012505 0.0 0.0 0.0
F 3.003267 0.403134 4.113491 0.0 0.0 0.0
C 2.027402 0.676125 1.983650 0.0 0.0 0.0
C 1.444416 0.100980 0.860235 0.0 0.0 0.0
H 4.370877 -5.599602 -0.219035 0.0 0.0 0.0
H 3.362869 -3.391528 -0.746407 0.0 0.0 0.0
H -0.542440 -5.074924 -0.291322 0.0 0.0 0.0
H 0.477671 -7.284260 0.229595 0.0 0.0 0.0
H 2.206972 -3.470042 -3.174774 0.0 -0.1 0.0
H 3.751827 -2.687711 -4.940004 0.0 0.0 0.0
H 3.061104 1.354483 -3.759599 0.0 0.0 0.0
H 1.511015 0.601587 -2.018596 0.1 0.0 0.0
H 1.487101 -3.138451 1.816083 0.0 0.0 0.0
H 2.541218 -2.126869 3.810853 0.0 0.0 0.0
H 2.158619 1.748146 2.060333 0.0 0.0 0.0
H 1.096248 0.755503 0.073378 0.1 -0.2 0.1